[1]
This record from the Open Molecules 2025 dataset describes 23 unconnected molecules or ions with the total composition C27H97N3O23 at a distorted geometry. The level of theory is ωB97M-V/def2-TZVPD.

The total charge is 0. The HOMO energy comes out at -8.2 eV. As for the HOMO-LUMO gap: 0.2981 hartree.

CARTESIAN COORDINATES (ANGSTROEM)
1 O -15.248 11.706 12.202
2 H -14.863 11.081 12.817
3 H -16.154 11.416 12.102
4 O -12.887 9.278 12.040
5 H -12.473 8.741 12.716
6 H -12.824 8.752 11.244
7 O -20.457 6.692 16.647
8 H -20.015 7.462 16.290
9 H -21.314 7.014 16.924
10 O -18.568 2.413 11.080
11 H -18.070 1.623 11.289
12 H -18.624 2.416 10.124
13 O -19.615 9.442 8.954
14 H -20.308 8.875 9.292
15 H -18.955 8.838 8.614
16 O -20.971 7.820 11.333
17 H -21.822 8.156 11.615
18 H -20.333 8.366 11.793
19 O -14.984 9.159 14.373
20 H -14.498 8.566 14.946
21 H -14.426 9.933 14.300
22 O -13.047 4.581 9.762
23 H -14.004 4.575 9.788
24 H -12.811 3.707 9.451
25 O -14.100 9.871 8.872
26 H -14.801 10.396 8.485
27 H -14.555 9.182 9.354
28 O -17.757 7.545 12.316
29 H -18.020 6.641 12.142
30 H -16.857 7.476 12.635
31 O -17.184 5.031 13.809
32 H -17.321 4.696 14.696
33 H -17.777 4.514 13.264
34 O -15.033 6.908 12.310
35 H -15.103 6.303 13.049
36 H -14.704 7.720 12.695
37 O -19.487 5.516 11.796
38 H -19.949 4.764 11.426
39 H -19.839 6.270 11.324
40 O -21.086 6.288 8.905
41 H -20.979 6.952 9.586
42 H -21.890 5.826 9.144
43 O -17.788 10.602 12.291
44 H -18.104 9.701 12.355
45 H -18.580 11.138 12.331
46 O -16.208 8.687 10.338
47 H -15.998 8.074 11.043
48 H -16.105 9.552 10.734
49 O -17.088 8.418 7.739
50 H -16.794 8.500 8.646
51 H -16.424 8.881 7.228
52 O -18.484 5.515 7.570
53 H -18.981 4.794 7.956
54 H -19.109 6.238 7.518
55 O -15.509 4.524 10.643
56 H -16.451 4.666 10.733
57 H -15.112 5.164 11.233
58 O -19.533 8.353 13.961
59 H -19.228 8.333 14.868
60 H -19.026 7.669 13.522
61 C -11.834 10.295 15.995
62 C -12.005 9.072 16.889
63 C -12.715 9.457 18.152
64 C -13.140 8.322 19.164
65 C -14.141 7.424 18.338
66 C -13.483 6.944 16.948
67 N -12.878 8.057 16.174
68 O -12.556 7.799 14.832
69 C -12.458 5.840 17.217
70 C -14.716 6.482 16.058
71 C -10.614 8.555 17.045
72 H -11.271 10.990 16.619
73 H -12.658 10.928 15.666
74 H -11.326 10.045 15.064
75 H -11.941 9.986 18.707
76 H -13.659 9.971 17.965
77 H -13.547 8.690 20.106
78 H -12.328 7.659 19.460
79 H -15.082 7.953 18.186
80 H -14.425 6.588 18.978
81 H -12.236 5.623 18.262
82 H -12.722 4.977 16.606
83 H -11.569 5.971 16.599
84 H -14.440 6.092 15.078
85 H -15.119 5.624 16.596
86 H -15.504 7.220 15.912
87 H -9.965 9.354 17.405
88 H -10.119 8.200 16.141
89 H -10.429 7.772 17.780
90 H -11.808 7.202 14.911
91 C -22.178 2.742 12.675
92 C -22.894 3.691 13.624
93 C -22.195 5.106 13.283
94 C -23.100 6.359 13.742
95 C -24.560 6.212 13.300
96 C -25.198 4.869 13.837
97 N -24.343 3.753 13.397
98 O -24.915 2.538 13.612
99 C -25.522 4.976 15.366
100 C -26.594 4.846 13.183
101 C -22.443 3.394 15.125
102 H -21.153 2.524 12.976
103 H -22.151 3.085 11.641
104 H -22.734 1.812 12.562
105 H -21.253 5.221 13.819
106 H -21.981 5.101 12.215
107 H -22.678 7.239 13.256
108 H -23.045 6.496 14.822
109 H -24.617 6.261 12.212
110 H -25.205 7.020 13.647
111 H -25.977 5.924 15.654
112 H -26.179 4.160 15.667
113 H -24.630 5.018 15.991
114 H -27.350 4.274 13.720
115 H -27.104 5.805 13.095
116 H -26.669 4.356 12.213
117 H -21.372 3.408 15.328
118 H -22.818 2.412 15.413
119 H -22.756 4.153 15.842
120 H -24.572 2.019 12.882
121 C -17.744 11.693 15.506
122 C -17.478 11.557 17.019
123 C -17.000 12.975 17.563
124 C -16.845 12.841 19.137
125 C -18.232 12.505 19.684
126 C -18.751 11.114 19.191
127 N -18.699 11.099 17.789
128 O -19.363 10.041 17.138
129 C -18.037 9.885 19.910
130 C -20.268 11.098 19.641
131 C -16.247 10.588 17.020
132 H -18.640 12.305 15.402
133 H -17.955 10.786 14.941
134 H -16.941 12.284 15.065
135 H -16.011 13.080 17.116
136 H -17.409 13.878 17.108
137 H -16.496 13.788 19.548
138 H -16.089 12.102 19.401
139 H -18.918 13.282 19.346
140 H -18.306 12.543 20.771
141 H -17.000 10.208 19.823
142 H -18.224 9.581 20.940
143 H -18.295 8.989 19.344
144 H -20.835 11.881 19.136
145 H -20.645 10.123 19.332
146 H -20.304 11.078 20.730
147 H -16.568 9.761 16.386
148 H -15.897 10.370 18.029
149 H -15.416 11.061 16.497
150 H -20.210 10.460 16.973

Here are the Mulliken charges for atoms 1 to 99, given in e: O -0.699; H 0.220; H 0.295; O -0.542; H 0.218; H 0.286; O -0.580; H 0.254; H 0.262; O -0.526; H 0.266; H 0.273; O -0.637; H 0.315; H 0.348; O -0.469; H 0.252; H 0.153; O 1.217; H -0.797; H 0.031; O -0.624; H 0.381; H 0.271; O -0.651; H 0.274; H 0.394; O 0.682; H 0.027; H 0.049; O -0.490; H 0.240; H 0.134; O -0.432; H 0.262; H 0.060; O -0.118; H 0.129; H -0.010; O -0.568; H 0.111; H 0.289; O -0.494; H 0.095; H 0.189; O -0.365; H -0.109; H 0.204; O -0.647; H 0.373; H 0.280; O -0.567; H 0.263; H 0.304; O -0.824; H 0.258; H 0.499; O -0.167; H -0.066; H 0.388; C -1.951; C 1.617; C -1.146; C -0.779; C -1.629; C 1.900; N 0.759; O -0.021; C -1.519; C -2.767; C -1.943; H 0.545; H 0.167; H 0.419; H 0.561; H -0.071; H 0.485; H 0.368; H 0.334; H 0.475; H 0.305; H 0.474; H 0.286; H 0.480; H 0.645; H 0.394; H 0.496; H 0.349; H 0.332; H 0.239; C -1.673; C 1.661; C -0.551; C -0.392; C -1.289; C 1.314; N 0.372; O -0.488; C -1.575


[2]
This record from the Open Molecules 2025 dataset describes C4H8O2 in the gas phase at a distorted geometry. The level of theory is ωB97M-V/def2-TZVPD.

As for the SMILES: O[C@@H]1CC[C@@H]1O. The total charge is 0. The HOMO energy comes out at -9.9 eV. As for the HOMO-LUMO gap: 0.3935 hartree.

CARTESIAN COORDINATES (ANGSTROEM)
1 O -1.287 -0.611 1.250
2 C -0.123 -0.929 0.524
3 C 1.015 0.057 0.838
4 C 0.550 1.045 -0.251
5 C -0.238 -0.344 -0.893
6 O -1.541 -0.190 -1.368
7 H -1.974 -0.475 0.563
8 H 0.111 -2.003 0.585
9 H 1.025 0.437 1.863
10 H 1.993 -0.373 0.598
11 H 1.300 1.515 -0.891
12 H -0.137 1.797 0.157
13 H 0.460 -0.774 -1.621
14 H -1.156 0.849 -1.356

natural (NBO) charges in e: O -0.721; C 0.063; C -0.420; C -0.474; C 0.068; O -0.717; H 0.486; H 0.162; H 0.224; H 0.208; H 0.212; H 0.212; H 0.178; H 0.518


[3]
This record from the Open Molecules 2025 dataset describes a molecular structure, C2H3FInLiO at a distorted geometry. The level of theory is ωB97M-V/def2-TZVPD.

Its multiplicity is 2. Its expectation value of S² is 0.752. The total charge is +3. The HOMO energy (spin up / spin down) comes out at -25.2 / -26.8 eV. As for the HOMO-LUMO gap (spin up / spin down): 0.2953 / 0.3199 hartree.

CARTESIAN COORDINATES (ANGSTROEM)
1 O -0.877 -0.039 -0.156
2 C 0.047 0.669 0.582
3 C 1.468 0.468 0.301
4 Li 0.106 -1.284 -1.197
5 H -0.209 0.876 1.629
6 F 1.741 -0.822 -0.214
7 H 2.225 1.105 -0.166
8 In -2.626 0.044 0.043
9 H 0.715 1.799 0.326

Mulliken charges in e: O -0.358; C 0.214; C 0.014; Li 0.926; H 0.500; F -0.170; H 0.361; In 1.132; H 0.382


[4]
This record from the Open Molecules 2025 dataset describes 3 unconnected molecules or ions with the total composition C11H25O9PS. The level of theory is ωB97M-V/def2-TZVPD.

The total charge is 0. The HOMO energy comes out at -9.6 eV. As for the HOMO-LUMO gap: 0.3534 hartree.

CARTESIAN COORDINATES (ANGSTROEM)
1 C 1.306 4.527 -4.496
2 O 0.570 5.310 -3.573
3 C -0.296 4.591 -2.720
4 C 0.332 3.403 -2.008
5 C 1.505 3.799 -1.116
6 O 1.485 3.012 0.112
7 S 1.207 3.930 1.436
8 O -0.142 4.429 1.306
9 O 1.181 2.664 2.450
10 C 0.089 1.754 2.281
11 P 0.675 0.021 2.381
12 O 0.178 -0.646 3.578
13 O 0.174 -0.705 1.030
14 O 2.263 0.033 2.254
15 H 0.740 3.664 -4.855
16 H 1.524 5.162 -5.354
17 H 2.255 4.205 -4.056
18 H -1.203 4.277 -3.251
19 H -0.610 5.301 -1.950
20 H -0.443 2.977 -1.365
21 H 0.627 2.605 -2.691
22 H 1.463 4.864 -0.881
23 H 2.461 3.577 -1.586
24 H -0.633 1.872 3.086
25 H -0.418 1.907 1.327
26 H 0.147 -0.078 0.294
27 H 2.550 -0.330 1.408
28 C 0.007 -5.699 1.923
29 C 1.067 -4.625 1.835
30 O 1.760 -4.505 0.849
31 C 1.199 -3.706 3.020
32 H 0.004 -6.288 1.009
33 H 0.205 -6.351 2.774
34 H -0.974 -5.242 2.066
35 H 1.442 -4.274 3.920
36 H 0.263 -3.172 3.187
37 H 1.988 -2.981 2.833
38 C -1.390 -3.196 -1.029
39 C -2.826 -2.773 -1.218
40 O -3.265 -2.469 -2.302
41 C -3.685 -2.739 0.024
42 H -0.873 -3.185 -1.986
43 H -0.886 -2.521 -0.335
44 H -1.345 -4.202 -0.608
45 H -3.258 -2.050 0.756
46 H -3.728 -3.731 0.476
47 H -4.691 -2.416 -0.235

natural (NBO) charges in e: C -0.257; O -0.541; C -0.059; C -0.467; C -0.085; O -0.742; S 1.782; O -0.943; O -0.694; C -0.483; P 2.318; O -1.075; O -0.988; O -0.974; H 0.170; H 0.198; H 0.164; H 0.174; H 0.195; H 0.229; H 0.210; H 0.193; H 0.197; H 0.245; H 0.219; H 0.502; H 0.515; C -0.723; C 0.598; O -0.556; C -0.725; H 0.232; H 0.232; H 0.227; H 0.230; H 0.253; H 0.230; C -0.726; C 0.594; O -0.544; C -0.722; H 0.235; H 0.238; H 0.231; H 0.230; H 0.228; H 0.235


[5]
This record from the Open Molecules 2025 dataset describes C4H4O in the gas phase at a distorted geometry. The level of theory is ωB97M-V/def2-TZVPD.

As for the SMILES: C#CC(C)=O. The total charge is 0. The HOMO energy comes out at -10.2 eV. As for the HOMO-LUMO gap: 0.3819 hartree.

CARTESIAN COORDINATES (ANGSTROEM)
1 C -0.704 -1.261 1.007
2 C -0.664 -0.064 1.254
3 C -0.105 0.960 0.336
4 C 0.480 0.232 -0.865
5 O -0.025 2.155 0.387
6 H -0.872 -2.305 1.064
7 H 0.094 -0.872 -0.628
8 H 1.579 0.321 -0.785
9 H 0.217 0.834 -1.769

natural (NBO) charges in e: C -0.166; C -0.125; C 0.525; C -0.684; O -0.494; H 0.238; H 0.222; H 0.239; H 0.245


[6]
This record from the Open Molecules 2025 dataset describes a molecular structure, C16H24NO7Tc. The level of theory is ωB97M-V/def2-TZVPD.

Its multiplicity is 2. Its expectation value of S² is 0.758. The total charge is +3. The HOMO energy (spin up / spin down) comes out at -17.9 / -17.4 eV. As for the HOMO-LUMO gap (spin up / spin down): 0.2390 / 0.2189 hartree.

CARTESIAN COORDINATES (ANGSTROEM)
1 Tc -0.211 -0.018 0.181
2 C 0.320 -1.527 2.740
3 C -1.190 -1.388 2.686
4 O -1.554 -0.270 1.829
5 C -1.849 0.994 2.492
6 C -0.629 1.885 2.439
7 O -0.176 1.971 1.059
8 C -0.908 2.982 0.293
9 C -1.258 2.454 -1.085
10 O -1.666 1.079 -0.892
11 C -2.411 0.405 -1.931
12 C -1.687 -1.866 -1.717
13 O -0.527 -1.836 -0.841
14 C -0.192 -3.048 -0.119
15 C 1.041 -2.702 0.695
16 O 0.885 -1.447 1.405
17 H 0.608 -2.468 3.209
18 H 0.782 -0.715 3.298
19 H -1.604 -1.240 3.682
20 H -1.670 -2.263 2.253
21 H -2.167 0.808 3.517
22 H -2.688 1.424 1.946
23 H 0.209 1.477 3.000
24 H -0.845 2.882 2.823
25 H -0.278 3.868 0.216
26 H -1.815 3.244 0.835
27 H -0.414 2.485 -1.777
28 H -2.084 3.035 -1.495
29 H -2.583 1.091 -2.757
30 H -3.348 0.071 -1.486
31 H -1.563 -2.690 -2.420
32 H -2.594 -1.985 -1.119
33 H 0.035 -3.846 -0.828
34 H -1.042 -3.352 0.493
35 H 1.899 -2.553 0.040
36 H 1.280 -3.499 1.398
37 O 0.643 -1.468 -3.748
38 C 1.147 -0.810 -3.000
39 O -1.668 -0.669 -2.423
40 C 1.941 0.040 -2.209
41 C 3.162 0.369 -2.810
42 C 4.062 1.126 -2.076
43 C 3.693 1.489 -0.794
44 C 2.448 1.125 -0.281
45 N 1.539 0.408 -0.957
46 H 3.390 0.031 -3.814
47 H 5.018 1.408 -2.496
48 H 4.358 2.069 -0.167
49 H 2.163 1.437 0.713

natural (NBO) charges in e: Tc 0.947; C -0.103; C -0.102; O -0.526; C -0.107; C -0.101; O -0.531; C -0.098; C -0.092; O -0.546; C 0.230; C 0.226; O -0.554; C -0.109; C -0.094; O -0.514; H 0.241; H 0.221; H 0.245; H 0.215; H 0.244; H 0.226; H 0.218; H 0.246; H 0.243; H 0.218; H 0.198; H 0.248; H 0.221; H 0.204; H 0.217; H 0.196; H 0.241; H 0.211; H 0.214; H 0.247; O -0.207; C 0.936; O -0.519; C -0.109; C -0.075; C -0.140; C -0.115; C 0.067; N -0.381; H 0.283; H 0.291; H 0.282; H 0.248